# 1
Density functional theory data (ωB97M-V/def2-TZVPD) for a molecular structure, C37H39N6O11STi.

The energy above the lowest of the compared OMol25 structures with the same formula, charge and spin is 271.3 kJ/mol. The calculation puts the orbital gap (spin up / spin down) at 4.7936 / 4.7903 eV. The value obtained for the LUMO energy (spin up / spin down) is 2.2 / 2.2 eV.

Geometry as ORCA input:
```
! wB97M-V def2-TZVPD RIJCOSX def2/J DEFGRID3
* xyz -1 1
Ti -1.127 -0.987 -1.376
O -2.655 -4.765 -1.730
C -2.406 -3.658 -1.059
O -1.416 -2.984 -1.239
C -3.421 -3.212 -0.026
O -3.579 -1.816 -0.112
C -4.477 -1.393 -1.135
C -3.907 -1.615 -2.539
O -4.620 -1.978 -3.452
O -2.643 -1.356 -2.627
H -1.956 -4.871 -2.400
H -2.968 -3.424 0.948
H -4.365 -3.753 -0.131
H -4.590 -0.316 -0.990
H -5.442 -1.896 -1.027
C 3.352 3.106 4.065
O 2.158 2.944 3.336
C 1.843 3.895 2.411
C 2.546 5.066 2.204
C 2.141 5.955 1.207
C 1.048 5.654 0.422
C 0.346 4.468 0.619
C 0.725 3.580 1.613
N 0.053 2.384 1.874
C -0.580 1.759 0.770
N -1.916 2.049 0.652
C -2.537 1.942 -0.595
C -2.168 0.994 -1.546
C -2.612 1.247 -2.859
C -3.467 2.280 -3.174
C -3.949 3.130 -2.178
C -3.463 2.966 -0.902
O -3.776 3.791 0.161
C -4.699 4.823 -0.081
N -0.003 0.966 -0.033
C 1.265 0.389 0.261
C 2.455 1.019 0.098
C 3.765 0.517 0.273
C 4.106 -0.725 0.856
C 3.341 -1.671 1.472
C 1.889 -1.589 1.823
O 1.481 -2.953 2.055
C 0.963 -3.370 3.287
H 3.339 4.028 4.654
H 4.219 3.108 3.397
H 3.416 2.249 4.733
H 3.417 5.291 2.802
H 2.697 6.869 1.048
H 0.738 6.329 -0.364
H -0.495 4.225 -0.019
H 0.642 1.711 2.362
H -2.246 2.777 1.265
H -2.289 0.604 -3.665
H -3.781 2.419 -4.200
H -4.653 3.914 -2.416
H -4.836 5.341 0.866
H -5.661 4.426 -0.420
H -4.322 5.529 -0.828
H 2.380 2.051 -0.245
H 4.578 1.158 -0.043
H 5.161 -0.985 0.779
H 3.793 -2.611 1.760
H 0.027 -2.876 3.554
H 1.678 -3.234 4.109
H 0.775 -4.440 3.168
N 1.578 -1.770 -0.651
C 1.789 -3.131 -0.821
C 2.947 -3.515 -1.535
C 3.152 -4.838 -1.827
C 2.215 -5.780 -1.395
C 1.130 -5.306 -0.687
N 0.900 -4.026 -0.404
C 1.055 -1.067 0.533
C 1.643 -0.697 3.006
C 0.438 -0.337 3.465
C -0.854 -0.635 2.889
C -1.146 -1.075 1.633
N -0.378 -1.310 0.548
H 2.373 -1.257 -1.014
H 3.676 -2.760 -1.806
H 4.042 -5.145 -2.364
H 2.331 -6.837 -1.587
H 0.386 -6.007 -0.316
H 2.530 -0.342 3.518
H 0.409 0.255 4.377
H -1.719 -0.452 3.517
H -2.206 -1.197 1.432
C 2.197 -0.782 -4.130
S 0.455 -1.061 -3.959
O -0.226 -0.438 -5.056
O 0.221 -2.466 -3.725
O 0.151 -0.314 -2.634
H 2.401 -0.668 -5.191
H 2.722 -1.640 -3.722
H 2.470 0.120 -3.589
*
```

Atom charges from the Löwdin analysis, given in e for atoms 1 to 6: 1.245, 0.192, -0.428, -0.014, -0.072, -0.151

***

# 2
Density functional theory data (ωB97M-V/def2-TZVPD) for C2H5N3OS in the gas phase.

The energy above the lowest of the compared OMol25 structures with the same formula, charge and spin is 320.1 kJ/mol. The calculation puts the orbital gap at 9.5206 eV. The SMILES is N/N=C/N(S)C=O. The value obtained for the LUMO energy is 0.6 eV.

Geometry as ORCA input:
```
! wB97M-V def2-TZVPD RIJCOSX def2/J DEFGRID3
* xyz 0 1
N -1.686 -1.172 -1.768
N -0.877 -1.109 -0.609
C -0.299 -0.037 -0.428
N 0.333 0.341 0.703
S 0.657 -0.655 2.168
C 1.428 1.241 0.570
O 2.152 1.604 1.479
H -2.580 -1.025 -1.347
H -1.599 -2.153 -2.111
H -0.354 0.874 -1.046
H 1.453 0.332 2.804
H 1.372 1.759 -0.414
*
```

Atom charges from the natural (NBO) analysis, given in e for atoms 1 to 6: -0.678, -0.320, 0.244, -0.548, 0.121, 0.535

***

# 3
Density functional theory data (ωB97M-V/def2-TZVPD) for a molecular structure, C15H25F3N5O9SV.

The calculation puts the orbital gap (spin up / spin down) at 7.3252 / 3.8185 eV. The value obtained for the LUMO energy (spin up / spin down) is -3.7 / -7.2 eV. Its expectation value of S² is 3.78.

Geometry as ORCA input:
```
! wB97M-V def2-TZVPD RIJCOSX def2/J DEFGRID3
* xyz 1 4
V 7.698 -8.407 -17.058
N 5.695 -9.482 -18.659
O 5.885 -9.693 -17.534
O 4.864 -9.967 -19.344
O 6.488 -8.586 -18.983
N 8.356 -8.740 -14.419
O 8.481 -8.794 -13.191
O 9.051 -8.291 -15.274
O 7.361 -9.054 -15.016
C 11.625 -9.733 -18.088
F 11.786 -9.320 -16.776
F 12.438 -8.968 -18.912
F 11.872 -11.047 -18.183
S 9.862 -9.312 -18.614
O 9.591 -9.579 -20.018
O 8.891 -9.997 -17.742
O 9.381 -7.987 -18.067
N 13.329 -6.670 -16.194
C 13.698 -5.457 -16.778
C 13.056 -4.484 -16.049
C 12.156 -5.059 -15.146
C 12.314 -6.383 -15.298
H 13.639 -7.539 -16.605
H 14.373 -5.374 -17.617
H 13.048 -3.432 -16.294
H 11.389 -4.577 -14.558
H 11.662 -7.151 -14.909
N 10.942 -7.783 -11.985
C 12.073 -8.522 -11.698
C 13.076 -7.639 -11.266
C 12.430 -6.440 -11.063
C 11.088 -6.514 -11.583
H 10.054 -8.213 -12.203
H 11.995 -9.587 -11.857
H 14.124 -7.890 -11.199
H 12.896 -5.512 -10.766
H 10.235 -5.856 -11.508
C 4.636 -7.275 -15.937
C 5.820 -6.428 -15.461
N 6.961 -6.465 -16.411
C 7.974 -5.583 -15.731
C 9.299 -5.453 -16.407
C 6.695 -5.821 -17.706
C 6.343 -4.329 -17.751
H 4.794 -8.322 -15.678
H 4.063 -6.940 -16.802
H 3.793 -7.012 -15.297
H 5.422 -5.440 -15.230
H 6.116 -6.933 -14.542
H 7.766 -4.521 -15.599
H 8.055 -5.916 -14.697
H 9.149 -5.173 -17.449
H 9.741 -4.615 -15.867
H 10.018 -6.265 -16.304
H 5.843 -6.283 -18.203
H 7.495 -6.114 -18.386
H 5.658 -4.258 -18.596
H 7.158 -3.667 -18.045
H 6.016 -3.993 -16.767
*
```

Atom charges from the natural (NBO) analysis, given in e for atoms 1 to 6: 1.658, 0.763, -0.468, -0.344, -0.551, 0.765

***

# 4
Density functional theory data (ωB97M-V/def2-TZVPD) for 6 unconnected molecules or ions with the total composition C49H103Br4ClN5O7P2S.

The calculation puts the orbital gap at 6.2268 eV. The value obtained for the LUMO energy is -4.7 eV.

Geometry as ORCA input:
```
! wB97M-V def2-TZVPD RIJCOSX def2/J DEFGRID3
* xyz 1 1
C 1.816 -4.637 -1.418
C 1.159 -3.482 -0.715
O 0.181 -3.674 -0.043
N 1.640 -2.152 -0.997
C 1.861 -2.116 -2.450
C 3.183 -2.144 -3.153
O 0.887 -2.270 -3.137
C 1.841 -1.150 0.044
C 2.147 -1.820 1.464
Br 0.588 -2.421 2.503
C 3.308 -2.855 1.686
C 2.902 -4.240 2.196
Br 4.618 -3.146 0.267
N 3.109 -0.304 -0.050
C 3.515 0.377 -1.309
C 4.955 0.175 -1.839
C 5.733 1.488 -1.922
S 5.223 2.352 -3.395
O 4.123 3.184 -3.008
O 5.046 1.417 -4.455
O 6.468 3.252 -3.767
C 3.175 0.663 0.950
N 4.300 0.864 1.598
C 5.573 0.176 1.436
C 6.763 1.122 1.360
C 6.868 2.062 2.553
Cl 8.196 0.080 1.336
N 2.101 1.386 1.355
Br 2.239 3.231 1.246
C 0.788 0.685 1.452
P -0.564 1.799 2.106
N -1.508 0.934 3.000
C 0.586 -0.139 0.150
C 0.514 0.943 -0.981
C 0.328 0.667 -2.463
O -0.673 1.012 -3.036
P -1.175 -0.990 0.224
O -1.926 0.455 0.020
Br -1.688 -1.833 -1.781
H 1.908 -5.461 -0.722
H 1.112 -4.939 -2.193
H 2.758 -4.417 -1.900
H 4.057 -2.180 -2.524
H 3.261 -1.295 -3.825
H 3.169 -3.045 -3.759
H 2.383 -1.023 2.154
H 3.931 -2.478 2.491
H 2.093 -4.688 1.632
H 2.655 -4.195 3.250
H 3.763 -4.895 2.106
H 3.450 1.458 -1.162
H 2.819 0.240 -2.124
H 5.518 -0.600 -1.334
H 4.875 -0.155 -2.866
H 6.810 1.350 -1.889
H 5.467 2.165 -1.111
H 6.879 3.581 -2.955
H 4.281 1.562 2.329
H 5.729 -0.398 2.353
H 5.550 -0.548 0.637
H 6.751 1.721 0.455
H 7.693 2.744 2.376
H 5.978 2.675 2.685
H 7.098 1.509 3.458
H 0.844 0.038 2.323
H -1.209 2.505 1.085
H 0.138 2.689 2.928
H -2.475 0.984 2.712
H -0.340 1.576 -0.767
H 1.362 1.627 -0.951
H 1.152 0.281 -3.074
H -2.863 0.305 0.201
C -1.528 8.684 -1.618
C -1.881 8.484 -0.147
C -0.966 7.493 0.569
C -1.004 6.070 0.010
C -2.378 5.403 0.004
C -2.968 5.223 1.401
H -1.622 7.758 -2.188
H -2.191 9.417 -2.078
H -0.504 9.046 -1.726
H -2.923 8.164 -0.061
H -1.816 9.445 0.367
H -1.224 7.476 1.632
H 0.064 7.860 0.518
H -0.324 5.444 0.600
H -0.607 6.068 -1.009
H -2.281 4.419 -0.466
H -3.074 5.967 -0.620
H -2.307 4.618 2.030
H -3.933 4.717 1.347
H -3.128 6.180 1.898
C -7.163 4.107 1.418
C -6.662 4.618 2.766
C -5.976 3.541 3.603
C -6.866 2.362 3.999
C -8.121 2.741 4.782
C -7.822 3.408 6.122
H -7.913 3.324 1.535
H -7.621 4.913 0.843
H -6.339 3.701 0.825
H -7.494 5.060 3.321
H -5.950 5.429 2.592
H -5.563 4.004 4.503
H -5.116 3.154 3.044
H -6.271 1.665 4.598
H -7.161 1.808 3.103
H -8.701 1.832 4.963
H -8.762 3.393 4.183
H -7.221 2.751 6.754
H -8.747 3.632 6.654
H -7.281 4.347 5.996
C 1.940 -3.305 -9.442
C 0.616 -3.988 -9.112
C -0.462 -3.019 -8.631
C -0.129 -2.278 -7.334
C 0.171 -3.179 -6.137
C -1.006 -4.061 -5.730
H 2.370 -2.815 -8.567
H 2.671 -4.031 -9.804
H 1.805 -2.552 -10.220
H 0.782 -4.769 -8.364
H 0.250 -4.498 -10.006
H -1.400 -3.567 -8.508
H -0.649 -2.280 -9.416
H -0.969 -1.624 -7.082
H 0.725 -1.614 -7.501
H 0.441 -2.553 -5.288
H 1.045 -3.808 -6.345
H -1.875 -3.451 -5.472
H -0.754 -4.667 -4.857
H -1.297 -4.745 -6.528
C 5.666 -7.066 -7.652
C 4.864 -6.367 -6.558
C 5.329 -4.938 -6.284
C 6.768 -4.804 -5.783
C 7.086 -5.572 -4.501
C 6.253 -5.109 -3.312
H 6.719 -7.162 -7.384
H 5.281 -8.070 -7.831
H 5.605 -6.512 -8.591
H 4.901 -6.960 -5.640
H 3.812 -6.335 -6.856
H 4.645 -4.478 -5.562
H 5.229 -4.353 -7.201
H 6.975 -3.741 -5.618
H 7.460 -5.124 -6.566
H 8.145 -5.434 -4.270
H 6.946 -6.645 -4.648
H 6.409 -4.041 -3.129
H 6.524 -5.649 -2.403
H 5.187 -5.274 -3.485
C -5.638 -0.162 8.520
C -6.978 -0.857 8.744
C -8.090 0.095 9.179
C -7.850 0.804 10.513
C -7.627 -0.127 11.704
C -8.824 -1.024 12.007
H -5.266 0.304 9.433
H -4.882 -0.874 8.185
H -5.727 0.614 7.756
H -6.857 -1.658 9.479
H -7.283 -1.343 7.813
H -9.031 -0.460 9.225
H -8.228 0.855 8.403
H -8.709 1.448 10.722
H -6.991 1.474 10.421
H -7.415 0.486 12.584
H -6.739 -0.743 11.543
H -9.714 -0.428 12.217
H -8.628 -1.649 12.879
H -9.052 -1.690 11.174
*
```

Atom charges from the Löwdin analysis, given in e for atoms 1 to 6: 0.023, -0.499, -0.019, 0.091, -0.446, 0.015

***

# 5
Density functional theory data (ωB97M-V/def2-TZVPD) for C5H11NO in the gas phase.

The energy above the lowest of the compared OMol25 structures with the same formula, charge and spin is 208.1 kJ/mol. The calculation puts the orbital gap at 10.0092 eV. The SMILES is CC(C)N(C)C=O. The value obtained for the LUMO energy is 0.9 eV.

Geometry as ORCA input:
```
! wB97M-V def2-TZVPD RIJCOSX def2/J DEFGRID3
* xyz 0 1
C -1.171 0.237 -1.427
C 0.158 -0.211 -0.776
C 1.402 0.678 -0.927
N 0.037 -0.261 0.697
C -1.211 -0.555 1.387
C 1.152 -0.130 1.477
O 2.322 -0.452 1.267
H -1.537 1.192 -1.030
H -1.029 0.362 -2.506
H -1.979 -0.503 -1.305
H 0.400 -1.199 -1.186
H 2.250 0.113 -0.182
H 1.842 0.647 -1.916
H 1.038 1.730 -0.792
H -2.034 0.087 1.062
H -1.503 -1.606 1.241
H -1.059 -0.401 2.460
H 0.922 0.273 2.458
*
```

Atom charges from the natural (NBO) analysis, given in e for atoms 1 to 6: -0.624, -0.037, -0.710, -0.451, -0.399, 0.556

***

# 6
Density functional theory data (ωB97M-V/def2-TZVPD) for a molecular structure, CHIOS2.

The energy above the lowest of the compared OMol25 structures with the same formula, charge and spin is 111.3 kJ/mol. The calculation puts the orbital gap at 7.7265 eV. The value obtained for the LUMO energy is -0.7 eV.

Geometry as ORCA input:
```
! wB97M-V def2-TZVPD RIJCOSX def2/J DEFGRID3
* xyz 0 1
C -0.512 1.150 0.509
O -1.090 0.875 -0.479
S 1.221 -1.073 -0.828
S 1.218 -0.325 0.962
I -0.401 -2.706 -1.337
H -0.436 2.079 1.174
*
```

List of natural (NBO) charges in e, atom by atom: 0.429, -0.443, -0.081, -0.124, 0.030, 0.187

***

# 7
Density functional theory data (ωB97M-V/def2-TZVPD) for C6H11N3 in the gas phase.

The energy above the lowest of the compared OMol25 structures with the same formula, charge and spin is 344.5 kJ/mol. The calculation puts the orbital gap at 9.9514 eV. The SMILES is [H]/N=C(\C)NN(C)CC#C. The value obtained for the LUMO energy is 0.9 eV.

Geometry as ORCA input:
```
! wB97M-V def2-TZVPD RIJCOSX def2/J DEFGRID3
* xyz 0 1
H 0.170 -3.570 0.549
N -0.327 -2.925 -0.076
C 0.080 -1.714 -0.098
C 1.169 -1.175 0.749
N -0.504 -0.898 -1.083
N -0.937 0.393 -0.820
C -1.681 0.555 0.386
C -0.061 1.455 -1.228
C 0.957 1.959 -0.230
C 1.749 2.423 0.533
H 1.703 -1.995 1.214
H 1.822 -0.474 0.144
H 0.733 -0.563 1.562
H -1.262 -1.478 -1.527
H -2.110 1.539 0.555
H -2.535 -0.182 0.329
H -1.152 0.350 1.305
H 0.428 1.103 -2.144
H -0.630 2.358 -1.456
H 2.390 2.838 1.335
*
```

Atom charges from the natural (NBO) analysis, given in e for atoms 1 to 6: 0.344, -0.710, 0.435, -0.700, -0.465, -0.285

***

# 8
Density functional theory data (ωB97M-V/def2-TZVPD) for 2 unconnected molecules or ions with the total composition C14H40ClN5O3P3.

The calculation puts the orbital gap at 5.0374 eV. The value obtained for the LUMO energy is -4.7 eV.

Geometry as ORCA input:
```
! wB97M-V def2-TZVPD RIJCOSX def2/J DEFGRID3
* xyz 1 1
C -4.302 -3.620 1.274
C -2.811 -3.350 0.648
O -2.201 -2.063 1.017
C -2.367 -1.141 -0.117
P -0.970 -1.187 -1.417
Cl 0.187 0.620 -1.143
C -1.721 -1.232 -3.215
C -0.537 -0.809 -4.267
C -0.116 -2.022 -5.320
C -0.487 -1.463 -6.850
C -0.580 -2.762 -7.867
N -1.887 -3.477 -7.596
P 0.324 -2.963 -1.294
N -0.701 -4.440 -1.570
O 1.064 -3.101 0.303
H -4.321 -4.677 1.826
H -5.106 -3.664 0.395
H -4.590 -2.756 2.008
H -2.068 -4.208 0.954
H -2.881 -3.363 -0.536
H -3.448 -1.259 -0.604
H -2.368 -0.042 0.347
H -1.997 -2.379 -3.383
H -2.714 -0.619 -3.308
H 0.463 -0.476 -3.748
H -0.934 0.120 -4.877
H 1.042 -2.288 -5.244
H -0.679 -3.043 -5.094
H -1.552 -0.945 -6.765
H 0.351 -0.695 -7.133
H 0.360 -3.433 -7.641
H -0.459 -2.358 -8.965
H -2.298 -3.190 -6.666
H -1.727 -4.512 -7.525
H -1.362 -4.255 -2.376
H -0.048 -5.206 -1.895
H 2.033 -3.336 0.090
O -0.232 3.982 2.883
P 1.253 3.562 3.014
N 0.845 1.908 3.040
C 1.389 0.849 3.871
C 0.587 1.361 1.704
N 1.348 4.236 4.596
C 0.737 3.563 5.740
C 0.940 5.651 4.643
N 2.959 3.079 3.164
C 3.739 3.037 4.400
C 3.739 3.811 2.157
H 2.388 0.540 3.552
H 0.745 -0.040 3.837
H 1.428 1.113 4.925
H 1.524 1.169 1.171
H -0.004 2.060 1.102
H 0.010 0.431 1.751
H -0.278 3.209 5.520
H 0.686 4.220 6.617
H 1.348 2.725 6.074
H -0.151 5.762 4.669
H 1.315 6.192 3.767
H 1.358 6.147 5.528
H 3.881 4.028 4.844
H 4.736 2.623 4.205
H 3.300 2.372 5.143
H 3.825 4.869 2.418
H 3.251 3.742 1.179
H 4.743 3.390 2.039
*
```

Atom charges from the natural (NBO) analysis, given in e for atoms 1 to 6: -0.674, -0.082, -0.527, -0.412, 1.006, -0.128

***

# 9
Density functional theory data (ωB97M-V/def2-TZVPD) for a gas-phase ion, C4H7N2 (charge +1).

The energy above the lowest of the compared OMol25 structures with the same formula, charge and spin is 253.4 kJ/mol. The calculation puts the orbital gap (spin up / spin down) at 9.1460 / 8.6910 eV. The value obtained for the LUMO energy (spin up / spin down) is -3.3 / -6.5 eV. Its expectation value of S² is 2.04.

Geometry as ORCA input:
```
! wB97M-V def2-TZVPD RIJCOSX def2/J DEFGRID3
* xyz 1 3
C 1.387 0.416 -0.481
C -1.444 0.846 0.375
C -1.283 -0.370 -0.392
C 0.180 -0.241 -0.600
N 2.197 -0.081 0.375
N -0.378 -1.264 0.260
H 1.405 1.202 -1.260
H -1.949 1.710 -0.162
H -1.106 1.124 1.391
H -1.793 -0.525 -1.316
H 3.031 0.447 0.587
H -0.111 -1.035 1.186
H -0.137 -2.230 0.037
*
```

Atom charges from the natural (NBO) analysis, given in e for atoms 1 to 6: -0.024, -0.357, -0.135, 0.263, -0.514, -0.541

***

Table of E (hartree), in record order: -3837.19575 -716.81880 -3178.68846 -14566.04774 -327.05210 -1207.96841 -399.36401 -2540.62101 -265.62799
Table of maximum force (eV/Å), in record order: 3.82 5.27 10.88 1.92 4.24 2.77 2.18 8.21 4.81